[1]
C3H5NO2 | ωB97M-V/def2-TZVPD

Values from the calculation:
HOMO energy: -10.6 eV
Relative energy (zero: lowest compared OMol25 entry of this formula, charge and spin): 94.2 kJ/mol
Spin multiplicity: 1
Net charge: 0
Orbital gap: 11.476 eV
Structure (SMILES): [H]/N=C(\C)OC=O
Strongest force on any atom: 0.67 eV/Å

The geometry in XYZ format:
```
11
Properties=species:S:1:pos:R:3:mulliken_charge:R:1
C -1.6253 0.0626 -0.1333 -0.99
C -0.1593 -0.1674 0.0915 0.74
O 0.5919 0.8791 -0.3505 -0.33
N 0.4448 -1.1724 0.5684 -0.68
C 1.9628 0.6725 -0.1794 0.21
O 2.6754 0.3953 -1.0885 -0.42
H -1.8344 0.0567 -1.2078 0.26
H -1.9320 1.0356 0.2600 0.28
H -2.2111 -0.7241 0.3471 0.35
H -0.1984 -1.9083 0.8407 0.23
H 2.2856 0.8703 0.8517 0.35
```

[2]
C3H5NO2 | ωB97M-V/def2-TZVPD

Values from the calculation:
HOMO energy: -9.0 eV
Relative energy (zero: lowest compared OMol25 entry of this formula, charge and spin): 184.4 kJ/mol
Spin multiplicity: 1
Net charge: 0
Orbital gap: 9.588 eV
Structure (SMILES): [H]/N=C/OC(=C)O
Strongest force on any atom: 0.45 eV/Å

The geometry in XYZ format:
```
11
Properties=species:S:1:pos:R:3:mulliken_charge:R:1
C 0.1084 1.6925 1.1239 -0.91
C 0.1216 0.7421 0.1919 0.79
O 0.9137 0.7778 -0.9098 -0.47
O -0.7037 -0.3322 0.2406 -0.40
C -0.4427 -1.4748 -0.4626 0.19
N -1.3304 -2.3667 -0.4760 -0.58
H -0.4152 1.5677 2.0607 0.26
H 1.6025 1.4324 -0.7197 0.31
H 0.6186 2.6246 0.9076 0.23
H 0.5357 -1.4928 -0.9457 0.32
H -1.0085 -3.1705 -1.0111 0.26
```

Q: relative energy (zero: lowest compared OMol25 entry of this formula, charge and spin) of number 2 (C3H5NO2)?
A: 184.4 kJ/mol